{
  "formula": "C26H57BrCaCl2ILiMgN3O10P",
  "method": "ωB97M-V/def2-TZVPD",
  "e_homo_ev": -5.768,
  "homo_lumo_gap_ev": 1.40,
  "e_tot_ha": -6959.61071,
  "fmax_ev_per_a": 4.53,
  "symbols": ["I", "Br", "Ca", "Cl", "Cl", "P", "Mg", "O", "O", "O", "O", "O", "O", "O", "O", "O", "O", "N", "N", "N", "C", "C", "C", "C", "C", "C", "C", "C", "C", "C", "C", "C", "C", "C", "C", "C", "C", "C", "C", "C", "C", "C", "C", "C", "C", "C", "Li", "H", "H", "H", "H", "H", "H", "H", "H", "H", "H", "H", "H", "H", "H", "H", "H", "H", "H", "H", "H", "H", "H", "H", "H", "H", "H", "H", "H", "H", "H", "H", "H", "H", "H", "H", "H", "H", "H", "H", "H", "H", "H", "H", "H", "H", "H", "H", "H", "H", "H", "H", "H", "H", "H", "H", "H", "H"],
  "coordinates": [[4.76757, 4.39098, -0.27512], [-1.15662, 4.81525, 0.87932], [-5.84250, 2.26879, 5.85797], [-6.79659, 0.59601, 4.45421], [-8.08144, -4.49412, 5.80525], [2.68340, -0.12880, -1.04518], [6.44887, -1.33004, 0.50590], [8.54396, 5.22247, 0.44308], [-0.39789, 1.45708, -0.52138], [2.92080, 2.66364, 2.87265], [0.97447, -5.09890, -4.72685], [-3.40378, -1.54282, 4.06711], [1.46392, 0.03869, 0.13490], [2.87350, 1.57528, -1.22944], [4.18279, 1.15594, 3.79222], [-0.87846, -5.10553, -5.90959], [5.00747, 3.08708, 3.25991], [1.74913, -2.62165, -3.11562], [-5.61983, -1.84754, 3.97752], [4.03666, 2.30931, 3.31411], [-0.98212, -4.64269, -3.49551], [-3.78523, 0.51247, 1.18108], [-4.37882, -2.28473, 4.25589], [-6.88439, -2.56327, 4.13366], [2.08149, 2.28054, -0.28843], [-4.41281, -0.04184, -0.14166], [1.64138, -1.41179, -3.47078], [5.08170, 0.91680, 0.36331], [-2.44924, 1.31327, 1.02425], [-2.73616, 2.84948, 0.68124], [3.74390, -0.88581, 1.63121], [4.14391, -0.38179, 0.16498], [4.92326, -1.87689, 2.14374], [-2.30377, -5.16814, -6.01893], [1.69515, 3.74774, -0.57608], [8.37547, 4.73620, 1.77291], [2.36979, 6.13671, -0.86580], [-4.31158, 0.90686, -1.38047], [-2.91695, -3.78304, -6.02641], [1.39991, -0.22281, -2.51222], [-1.38263, 0.59146, 0.09805], [2.82164, 4.65520, -1.18767], [-0.21729, -4.99148, -4.74582], [-4.23289, -3.68256, 4.79643], [0.85867, 1.31412, 0.14040], [-3.92066, -1.51684, -0.48075], [-0.99649, 0.06367, -3.58125], [-0.51279, -5.14884, -2.65356], [-4.71457, -2.23091, -0.16132], [-6.74601, -3.57101, 4.52924], [-4.53696, 1.21792, 1.64444], [2.87699, 4.47361, -2.28321], [9.30926, 4.87811, 2.31408], [4.60632, -2.34543, 3.09294], [1.46455, 4.18689, 0.42285], [-3.64931, -0.30749, 1.92742], [5.37251, 1.33992, -0.62430], [-7.37109, -2.61902, 3.15554], [4.95468, -2.71174, 1.37987], [2.61177, 2.37247, 0.69543], [2.49169, -1.56207, -0.90930], [-3.17873, -3.88989, 4.97192], [-5.50565, -0.16060, 0.06076], [0.74338, 3.83038, -1.15197], [1.29006, 6.22049, -1.14275], [8.12863, 3.67124, 1.75479], [4.60012, 1.67276, 1.01321], [-2.14230, 3.54659, 1.39996], [-3.00963, -1.79978, 0.08638], [-2.51036, -5.65723, -6.97040], [-4.79555, 0.36817, -2.23636], [-1.84720, 0.00110, -0.72010], [2.82299, -1.49433, 1.67000], [7.71022, 5.08733, -0.01415], [-0.84640, -0.13611, 0.75431], [5.93668, -1.33133, 2.22653], [-3.27957, 1.15835, -1.69732], [-2.71731, -3.25069, -5.09424], [2.98758, 6.89487, -1.37978], [-4.61386, -4.40637, 4.07596], [7.58008, 5.28982, 2.27667], [-5.63740, -0.90456, 3.62042], [-2.60734, 3.07999, -0.38749], [4.82849, -1.20881, -0.28451], [-2.48892, -3.18397, -6.83239], [0.76409, 1.54484, 1.23052], [6.08974, 0.66466, 0.88283], [-7.51662, -1.99767, 4.81276], [3.67818, -0.37122, -2.08524], [-2.02188, -4.96453, -3.50675], [-3.99701, -3.84112, -6.16587], [-2.72591, -5.80939, -5.24373], [-3.82243, 3.00515, 0.92906], [-0.93386, -3.56609, -3.33641], [-3.81427, -1.63705, -1.58162], [0.34771, -0.28601, -2.10940], [2.39664, 6.22202, 0.24209], [-4.92742, 1.82304, -1.22847], [3.76215, -0.01133, 2.31934], [-1.97992, 1.35206, 2.04071], [1.54235, 0.71318, -3.11479], [-4.76918, -3.77985, 5.74152], [1.89981, -3.20840, -3.93980], [1.72209, -1.20409, -4.57263]],
  "forces_ev_per_a": [[-0.4, 0.1, -0.3], [2.6, 3.7, -0.1], [0.0, -0.7, -0.5], [-0.5, 1.8, 0.7], [-0.6, -0.8, 0.8], [0.5, -2.0, -1.4], [-0.2, 0.7, -0.6], [0.2, -0.1, 0.1], [0.4, -0.8, 0.3], [0.2, -0.3, 0.1], [0.3, -0.1, -0.4], [0.0, 0.1, 0.1], [-0.5, 0.9, -0.7], [-0.7, -0.2, 0.4], [0.1, -0.1, 0.0], [0.1, -0.3, -0.5], [-0.1, -0.3, 0.0], [-0.2, 0.0, 0.2], [0.6, -0.6, -0.3], [0.1, 0.6, -0.1], [-0.4, -0.6, 0.2], [-0.1, 0.2, 0.0], [0.0, 0.2, -0.2], [0.7, 0.7, -0.8], [-1.1, 0.0, 1.3], [-0.1, -0.5, 0.0], [-0.1, 0.8, -0.3], [0.2, -1.4, -0.6], [0.4, 0.9, 0.0], [-2.1, -3.0, 0.3], [2.2, -0.5, -0.7], [1.0, 1.4, 2.9], [-1.5, 0.5, -0.8], [-0.2, 0.2, 0.1], [0.7, -0.2, 0.1], [-0.2, 0.1, -0.3], [-0.2, -1.1, 0.0], [-0.9, -0.6, -0.2], [0.1, 0.2, 0.1], [-1.1, -0.2, -2.1], [0.0, -0.2, 0.8], [-1.8, 0.7, -0.1], [-0.3, 0.3, 0.5], [0.3, 0.1, 0.1], [2.0, 1.5, 1.9], [-0.6, 0.4, 0.4], [0.7, 0.1, 0.6], [0.2, 0.2, 0.0], [0.6, 0.4, -0.2], [0.0, 0.5, -0.1], [0.7, -0.6, -0.4], [0.5, 0.1, 0.8], [0.0, 0.0, -0.1], [0.9, 0.4, -0.3], [0.1, -0.5, -0.7], [-0.1, 0.4, -0.6], [-0.3, -0.2, 0.8], [-0.1, -0.1, 0.1], [0.2, 0.4, 0.6], [-0.1, -0.4, -0.8], [0.1, 0.3, 0.0], [0.0, 0.1, -0.1], [0.7, 0.2, -0.2], [0.8, 0.1, 0.0], [0.8, 0.1, 0.0], [0.0, 0.0, 0.2], [0.4, -0.5, -0.4], [-1.5, -2.0, -0.6], [-0.4, 0.2, -0.6], [0.2, 0.0, 0.0], [0.3, 0.4, 0.5], [0.1, 0.4, 0.5], [0.4, 0.5, -0.2], [-0.1, 0.1, -0.1], [-0.4, 0.3, -0.7], [-1.3, -0.6, 1.4], [-0.5, 0.1, 0.4], [-0.1, -0.1, 0.1], [-0.3, -0.3, 0.4], [-0.2, 0.0, 0.2], [0.0, -0.2, 0.2], [0.3, -0.6, -0.2], [0.2, 0.1, 0.7], [-1.5, 0.2, -0.8], [-0.1, -0.1, -0.1], [-0.7, 0.0, -0.7], [-0.6, 0.5, 0.0], [-0.1, -0.3, 0.1], [-0.1, 0.4, 0.0], [0.0, 0.2, -0.1], [0.0, 0.0, 0.0], [0.0, 0.1, 0.1], [0.8, 0.2, -0.3], [0.1, 0.0, 0.1], [0.2, 0.0, 0.6], [0.7, 0.1, 0.2], [0.2, 0.3, -0.7], [0.8, -0.4, -0.1], [-0.5, -0.7, -0.2], [-0.3, -0.2, -0.7], [-0.4, -0.5, 0.5], [-0.2, -0.2, -0.2], [0.0, -0.1, 0.3], [0.1, 0.3, 0.7]],
  "mulliken_charge": [0.14, -0.51, 1.58, -0.65, -0.82, -0.61, 0.69, -0.54, -0.16, -0.57, -0.59, -0.74, -0.55, -0.54, -0.72, -0.36, -0.61, -0.47, 0.07, 1.01, -0.79, -1.04, 0.76, -0.86, 1.07, 0.55, 0.08, -0.38, 1.26, -1.71, 0.07, 0.32, -1.00, -0.43, -0.73, -0.47, -1.19, -1.35, -0.72, 0.13, -0.54, -0.27, 0.73, -1.38, -0.67, -1.33, 0.91, 0.33, 0.36, 0.15, 0.45, 0.36, 0.29, 0.48, 0.30, -0.03, 0.37, 0.28, 0.41, -0.54, 0.07, 0.32, 0.63, 0.40, 0.32, 0.17, -0.77, 0.31, 0.30, 0.31, 0.51, -0.15, 0.41, 0.24, 0.31, 0.08, 0.01, 0.05, 0.36, 0.36, 0.26, 0.24, 0.18, 0.44, 0.30, 0.62, 0.43, 0.31, -0.08, 0.37, 0.37, 0.37, 0.47, 0.06, 0.25, -0.74, 0.41, 0.28, -0.05, 0.52, 0.39, 0.38, 0.20, 0.52]
}